Formula: C17H36F3N10O3ReS
Source: the Open Molecules 2025 dataset
Level of theory: the ωB97M-V functional and the def2-TZVPD basis

ORCA input file:
```
! wB97M-V def2-TZVPD RIJCOSX def2/J DEFGRID3
* xyz 3 2
Re -0.3371 0.0334 0.1773
N 0.2122 -0.0966 -1.9437
C -0.7996 -0.8274 -2.7443
C -1.1428 -2.0909 -1.9867
N -1.3594 -1.8325 -0.5121
C -0.7774 -2.9784 0.2620
C 0.7343 -2.8662 0.2722
N 1.1429 -1.4705 0.6469
C -2.8097 -1.6989 -0.2061
C -3.3095 -0.3840 -0.7527
N -2.3782 0.7022 -0.2800
H 1.1093 -0.6248 -2.0281
H 0.4067 0.7835 -2.4133
H -1.6514 -0.1769 -2.9271
H -0.3842 -1.0962 -3.7166
H -2.0198 -2.5917 -2.3988
H -0.3062 -2.7790 -2.0816
H -1.1808 -2.9311 1.2734
H -1.1008 -3.9256 -0.1748
H 1.1558 -3.5817 0.9775
H 1.1844 -3.0757 -0.6957
H 1.4679 -1.4468 1.6099
H 1.9817 -1.2232 0.1016
H -3.3730 -2.5363 -0.6221
H -2.9237 -1.7239 0.8792
H -3.3321 -0.3756 -1.8376
H -4.3225 -0.1818 -0.4089
H -2.3807 1.4447 -0.9790
H -2.8031 1.1181 0.5465
C -0.3735 2.9223 1.0060
N 0.3927 4.0997 1.3080
C 0.9818 4.6266 0.0724
N 1.9254 3.6307 -0.4194
C 1.2278 2.4370 -0.8011
N 0.3607 1.8121 0.2776
C 2.4533 1.8198 2.1414
N 2.4952 3.0646 1.8367
C 1.4141 4.0105 2.3119
C 3.0355 3.5016 0.4737
H -1.1797 3.2587 0.3451
H -0.7985 2.5264 1.9241
H 1.4856 5.5715 0.2673
H 0.2001 4.7985 -0.6663
H 1.9438 1.7129 -1.1732
H 0.5412 2.7464 -1.5974
H 3.0497 1.1066 1.5733
H 1.8280 1.5032 2.9729
H 1.8745 4.9909 2.4140
H 1.0618 3.6664 3.2829
H 3.7822 2.7759 0.1583
H 3.4844 4.4815 0.6213
C -1.0508 -1.7389 5.5240
N -1.2438 -0.9327 4.3088
C -2.1655 0.0715 4.1532
C -2.0283 0.5202 2.8833
N -1.0218 -0.1903 2.2368
C -0.5839 -1.0598 3.1629
H -0.9287 -1.0725 6.3734
H -0.1578 -2.3459 5.4058
H -1.9174 -2.3782 5.6724
H -2.8282 0.3754 4.9466
H -2.5816 1.3243 2.4318
H 0.1753 -1.8128 3.0362
F 5.3301 -1.8542 -0.5717
C 5.2237 -0.9366 -1.5306
F 6.0251 0.0786 -1.2627
F 5.5164 -1.4624 -2.6983
S 3.4884 -0.3224 -1.5519
O 3.3740 0.6809 -2.5617
O 3.2457 0.1832 -0.1885
O 2.6567 -1.5211 -1.7633
*
```

**LUMO energy (spin up / spin down)**: -10.24 / -10.41 eV
**Kohn-Sham gap (spin up / spin down)**: 7.524 / 7.524 eV
**⟨S²⟩**: 0.77
**Max |F|**: 1.37 eV/Å
**ΔE to the lowest compared entry with this formula, charge and spin**: 0.000 eV

Atomic partial charges in e from the Löwdin method, atoms 1 to 5: 1.57 -0.05 -0.16 -0.11 -0.27